Entry 1:
C15H18O | ωB97M-V with the def2-TZVPD basis set

The geometry in XYZ format:
```
34
Properties=species:S:1:pos:R:3:forces:R:3:mulliken_charge:R:1
C 0.44429 2.56197 -2.56856 -0.9671 1.2358 -2.1260 -1.26
C -0.57705 2.78815 1.57792 0.4625 -1.4938 -0.6034 -0.74
C -1.40541 2.15588 0.66115 -1.5141 2.2839 0.2348 -0.41
C 0.72327 3.11210 1.15984 0.1252 -0.0078 0.7878 -0.22
C -1.16039 2.30885 -0.69868 -0.9994 -0.3083 0.1659 -0.31
C 1.05948 3.15103 -0.18583 -1.6274 -0.1355 0.3753 -0.75
C 0.05778 2.80084 -1.14171 1.7247 -1.3296 0.2725 0.94
H -0.99609 2.87317 2.56352 0.6460 -0.0056 0.6147 0.42
H -2.42875 1.90891 1.00716 0.7047 -0.1688 -0.3579 0.40
H 1.54428 3.18984 1.88886 -0.5971 0.6922 -0.1952 0.33
H -2.04659 2.12027 -1.34908 1.2710 -0.2418 0.0212 0.36
H 2.04186 3.56432 -0.37291 0.0598 -0.5051 -0.7656 0.35
H 1.47567 2.80496 -2.80951 0.3314 -0.4416 0.4350 0.37
H -0.05707 3.36787 -3.17256 -0.0234 -0.8426 0.1363 0.30
H 0.15953 1.56213 -3.04030 0.3589 1.3055 1.0145 0.23
C -1.09045 -3.27015 -0.68302 1.2391 -1.2476 -1.3414 -0.84
C -0.89565 -3.00455 -2.17981 -0.5335 -1.2865 -0.4251 -1.02
C -0.13356 -2.48080 0.15998 -0.8935 1.0102 -0.6098 0.37
C -0.69903 -1.31288 0.70563 0.9241 -1.0029 0.8445 -0.63
C 1.20936 -2.73854 0.41012 0.3033 0.2704 0.5860 -0.24
C -0.07060 -0.77813 1.80325 0.0622 1.0381 -0.5783 -0.54
C 1.92179 -2.04168 1.40063 -0.9862 0.5441 1.2523 -0.69
C 1.24678 -1.06121 2.14024 -1.2750 -0.6469 -0.3379 0.78
O 1.82217 -0.44998 3.19946 1.0940 0.0612 0.7950 -0.58
H -2.09571 -3.08481 -0.43927 -1.2799 0.8067 0.6539 0.43
H -1.05157 -4.37692 -0.50895 0.5840 0.7891 -0.1227 0.34
H -1.10946 -2.00426 -2.55545 0.3191 0.2025 0.4765 0.27
H -1.60570 -0.82082 0.36266 -0.2212 -0.7210 0.0827 0.39
H 1.79202 -3.44035 -0.16002 -0.2964 -0.7206 -0.0187 0.38
H -0.65705 -0.05446 2.32117 0.1311 0.7832 0.5765 0.28
H 2.81307 -2.39638 1.90214 0.5496 -0.0003 -0.8636 0.33
H 1.23280 0.04824 3.78821 -0.1227 -0.3788 -0.7664 0.31
H -1.56654 -3.66029 -2.75798 0.0913 0.0930 0.1401 0.36
H 0.10251 -3.34230 -2.42829 0.3551 0.3694 -0.3537 0.30
```
Forces are in eV/Å.

Values from the calculation:
SMILES = CCc1ccc(O)cc1.Cc1ccccc1
energy relative to the best compared isomer or geometry (same formula, charge and spin) = 44.68 kcal per mole

---

Entry 2:
C15H18O | ωB97M-V with the def2-TZVPD basis set

The geometry in XYZ format:
```
34
Properties=species:S:1:pos:R:3:forces:R:3:mulliken_charge:R:1
C 2.97508 0.86864 -3.14262 0.3475 3.8980 -3.5010 -1.20
C 3.61845 1.07422 -0.82379 -0.9084 -0.6833 -2.0482 -0.57
C 3.19079 0.28510 -1.88744 -0.2948 -2.6590 3.0943 0.92
C 3.61616 0.68638 0.46059 2.1660 -1.2569 3.6746 -0.56
C 3.34174 -0.64529 0.82134 0.3599 -0.7003 -0.3381 -0.42
C 2.87087 -1.06440 -1.58793 -0.9719 1.4636 -1.2864 -0.33
C 2.99507 -1.44041 -0.27899 -1.1230 -1.2336 0.7558 -0.31
H 3.84991 2.01750 -1.18227 0.7199 2.1133 0.2153 0.39
H 4.16344 1.25997 1.24312 -0.9721 0.1724 -0.6681 0.27
H 1.91335 1.17239 -3.34996 0.8666 -0.1077 0.3782 0.22
H 3.24626 0.22921 -3.94292 0.1888 -0.8282 -0.8894 0.38
H 3.49360 -1.12958 1.86605 -0.4975 1.2802 -1.9753 0.32
H 2.25970 -1.75941 -2.28656 1.5704 1.3058 0.9368 0.20
H 2.51257 -2.38796 -0.21196 0.4460 -0.9204 1.1876 0.36
H 3.67280 1.82120 -3.31406 -1.6474 -1.7511 0.4355 0.31
C -3.81740 1.23564 1.63755 -4.0684 -0.4527 -0.1848 -0.63
C -4.13201 1.99545 0.33083 -1.8831 0.0771 0.4945 -1.15
C -2.88935 0.09292 1.45939 -0.3531 0.4278 -1.4207 0.74
C -1.89807 -0.02732 2.36231 3.1869 -2.8937 1.1225 -0.46
C -2.95249 -0.67812 0.21693 1.0500 0.0436 0.5523 -0.75
C -0.87768 -1.09313 2.05106 -0.8878 1.8987 -1.4400 -0.75
C -1.81625 -1.37885 -0.23125 -1.2718 1.5814 3.7983 -0.47
C -0.75708 -1.58692 0.75744 -2.4115 0.2286 -1.3538 0.55
O 0.27416 -2.37756 0.30088 -0.0593 -0.9400 0.4733 -0.44
H -3.55533 1.91844 2.41772 0.7173 0.3156 0.4320 0.35
H -4.83069 0.83124 2.01916 1.2212 0.4057 -0.5098 0.25
H -5.05375 2.67396 0.32962 1.6053 -0.2912 0.7782 0.32
H -1.82143 0.53037 3.37830 -0.2707 -0.9347 -2.1559 0.22
H -3.91736 -0.64979 -0.33732 1.1738 0.1277 0.1291 0.40
H -0.04695 -1.34184 2.65465 0.5434 -0.0131 1.0829 0.40
H -1.77777 -1.73205 -1.21659 0.2128 -0.8149 -1.1158 0.50
H -0.10497 -3.18185 -0.12336 0.3501 0.9717 0.4475 0.31
H -4.51317 1.30407 -0.40641 0.5776 -0.3837 -0.4495 0.29
H -3.23223 2.47778 0.01653 0.3174 0.5533 -0.6519 0.34
```
Forces are in eV/Å.

Values from the calculation:
SMILES = CCc1ccc(O)cc1.Cc1ccccc1
energy relative to the best compared isomer or geometry (same formula, charge and spin) = 70.79 kcal per mole

---

Entry 3:
C15H19B11Br6N3O2Rh | ωB97M-V with the def2-TZVPD basis set

The geometry in XYZ format:
```
57
Properties=species:S:1:pos:R:3:forces:R:3:mulliken_charge:R:1
Rh 0.81713 -1.24303 0.32676 0.5043 -0.4289 0.8404 -0.44
Br 2.87543 -1.34462 1.93046 -1.0385 0.2791 -0.8436 -0.01
B 2.68587 -3.29493 2.25445 -0.0791 -0.5759 0.0833 1.18
B 3.73809 -4.25939 3.31916 0.1007 -0.2604 -0.0185 0.31
C 3.55405 -5.76185 2.52121 -0.7379 0.3708 0.2111 -1.47
B 3.77186 -4.47927 1.49095 -0.1056 -0.1374 -0.0089 0.75
B 2.75756 -5.93802 1.01523 0.1156 0.0223 0.1883 -0.11
B 1.99695 -6.66805 2.52403 -0.2467 -0.1925 -0.1773 0.54
B 2.65892 -5.56727 4.05029 0.0527 0.1519 0.3985 0.40
B 2.00586 -3.90942 3.81235 -0.0296 -0.1999 0.0871 1.45
Br 1.53490 -2.72637 5.24947 -0.0726 0.1677 0.0287 -0.26
B 0.89725 -5.36055 3.33924 0.1374 -0.1251 0.0788 -0.40
Br -0.64580 -5.81871 4.34797 -0.2033 0.0640 0.0356 -0.21
B 1.00959 -5.59967 1.48263 0.0634 -0.0550 0.1549 1.62
Br -0.48817 -6.17912 0.44941 -0.0895 0.0717 -0.0682 -0.18
B 2.11226 -4.28526 0.89921 0.1420 -0.1572 0.2623 1.34
Br 1.68832 -3.31596 -0.79819 -0.2083 0.4506 -0.1241 -0.07
B 1.04971 -3.96396 2.27159 0.1225 -0.1373 0.0809 -0.30
Br -0.45259 -2.69108 1.99125 0.0715 0.2918 -0.2239 -0.25
H 4.71637 -3.92445 3.87876 -0.0390 0.1106 0.0032 -0.08
H 2.41440 -5.37253 2.72416 1.4124 0.1030 -0.8444 -1.91
H 4.77057 -4.25431 0.91085 -0.0111 0.0863 -0.0306 -0.13
H 3.12896 -6.63654 0.14536 -0.0607 0.0368 -0.0599 -0.06
H 1.98454 -7.82391 2.75392 -0.0356 0.0823 0.0320 -0.01
H 2.93789 -6.18639 5.01347 -0.1189 0.0301 -0.0363 -0.01
C -3.53467 8.12710 7.22742 0.0143 -0.0106 -0.0434 -1.26
C -2.95963 6.99628 6.55110 -0.0096 0.0490 0.0334 0.94
C -3.47373 5.65961 6.81895 -0.0070 -0.0310 -0.0080 -0.78
C -2.92994 4.59033 6.22716 -0.0093 -0.0057 -0.0071 -0.53
C -1.78243 4.76174 5.31751 0.0168 0.0545 0.0963 1.29
N -1.17238 3.71843 4.86059 0.0977 -0.1547 0.0185 0.05
C 0.23357 3.77758 4.21872 -0.2179 0.2124 0.2553 0.00
O 1.09931 4.06187 4.96830 -0.0056 0.0976 -0.1527 -0.36
N 0.24766 3.63358 2.87110 0.1899 -0.2879 -0.1458 -0.02
C -0.38876 2.59887 2.08300 -0.0582 0.1785 0.0011 -0.25
C -1.55346 2.86485 1.37789 -0.0376 -0.0420 0.0934 -0.07
C -2.05885 1.88888 0.53455 -0.0058 -0.0590 -0.0189 -0.86
C -1.34863 0.71379 0.37799 0.0408 -0.0062 0.0170 -0.38
N -0.19310 0.47698 1.02354 0.0811 -0.0348 -0.0223 -0.10
C 0.27050 1.38950 1.88616 0.1403 0.0459 -0.0009 -0.47
C -1.30893 6.11792 4.99441 0.0167 0.0245 -0.0034 -0.08
C -1.86715 7.17166 5.60365 0.0222 0.0021 -0.0192 -1.06
H -4.63717 8.09374 7.14410 -0.0125 -0.0053 0.0132 0.43
H -3.13502 9.09593 6.94681 0.0026 0.0015 -0.0005 0.41
H -3.41829 7.95982 8.32057 0.0009 -0.0056 0.0187 0.43
H -4.29947 5.55283 7.51281 -0.0033 -0.0007 0.0047 0.51
H -3.29470 3.58841 6.42507 0.0013 -0.0047 0.0063 0.43
H -1.47325 2.80495 5.20443 -0.0877 -0.0180 -0.0938 0.30
H 1.13835 3.94785 2.49249 0.0680 -0.0839 0.0648 0.34
H -2.04543 3.82491 1.46991 0.0024 0.0044 -0.0139 0.57
H -2.96769 2.04590 -0.02960 -0.0120 -0.0156 -0.0066 0.48
H -1.70049 -0.05464 -0.30044 -0.0427 -0.0498 -0.0620 0.56
H 1.20404 1.16578 2.38899 -0.0291 0.0326 0.0202 0.64
H -0.49383 6.24482 4.29231 -0.0079 0.0096 0.0164 0.54
H -1.51706 8.17784 5.40719 -0.0024 0.0033 -0.0053 0.42
O 2.34602 0.38977 -1.76600 -0.2422 -0.2047 0.3086 -0.07
C 1.77896 -0.19723 -1.00145 0.4501 0.2548 -0.4135 0.29
```
Forces are in eV/Å.

Values from the calculation:
total charge = +4
energy relative to the best compared isomer or geometry (same formula, charge and spin) = 9.81 kcal per mole

---

Entry 4:
C15H19BF5IN2O5S3 | ωB97M-V with the def2-TZVPD basis set

The geometry in XYZ format:
```
51
Properties=species:S:1:pos:R:3:forces:R:3:mulliken_charge:R:1
O 4.64679 -2.33872 1.59100 0.0354 0.3705 0.3700 -0.48
B 3.30608 -2.42414 1.84849 -0.1617 -0.0259 -0.3033 0.64
O 2.90131 -3.01179 3.02495 -0.0790 0.0664 -0.4001 -0.57
C 2.24805 -1.81389 0.80905 0.2584 -0.4097 0.4217 -1.95
C 2.08468 -0.33948 1.12165 0.6045 -0.2375 -1.0546 0.91
C 2.98976 0.60070 0.46259 0.4949 -1.2502 0.4020 0.46
S 4.18090 -0.00717 -0.71540 0.1427 0.1685 -0.7433 -0.24
C 2.93252 1.92381 0.71936 0.8350 0.8336 -0.7527 -0.61
I 4.28207 3.26744 -0.21108 -0.5044 -0.0197 0.4041 0.11
C 1.96058 2.42812 1.61370 0.3455 -0.2507 -0.3945 0.90
N 1.79067 3.69660 1.95364 -0.6206 0.0235 0.5625 -0.67
S 0.57608 3.67118 3.01950 -0.0306 0.1658 0.0355 0.13
N 0.23490 2.10020 3.08085 -0.0728 0.5116 0.1028 -0.50
C 1.07829 1.50559 2.24365 0.2748 0.3358 -0.1504 0.68
C 1.14780 0.11695 1.97459 -1.1151 -0.4736 0.8692 0.20
C 0.12916 -0.76640 2.68129 0.0218 0.3429 -0.1146 -1.59
C -0.97909 -1.30033 1.74667 0.5591 -0.2072 -0.0001 -0.66
C -1.81213 -0.18955 1.08307 0.2808 -0.4690 0.4981 -0.87
C -2.98604 0.31721 1.89659 0.6312 0.6586 -1.0585 0.85
F -2.61042 0.69527 3.13630 -0.2293 -0.5322 0.2890 -0.31
F -3.42562 1.46666 1.28852 -0.2560 -0.0950 0.0956 -0.32
C -4.22030 -0.61276 1.93631 -0.1773 0.0806 0.6051 0.56
F -4.81990 -0.61302 0.74551 0.0064 -0.0535 0.0514 -0.24
F -5.08104 -0.17966 2.86502 -0.0715 0.0172 -0.2346 -0.26
F -3.92084 -1.88457 2.24553 0.1609 0.1557 -0.0905 -0.26
H 5.16674 -2.45033 2.39745 0.0458 -0.2766 -0.1441 0.28
H 1.94717 -3.13445 2.98616 0.0582 -0.0374 0.3490 0.37
H 2.58183 -1.95439 -0.22084 0.0055 0.0822 0.1252 0.57
H 1.31301 -2.36732 0.92019 0.0229 0.2278 -0.0036 0.21
H 4.98051 -0.84451 -0.02169 -0.5719 0.1394 0.3622 0.16
H -0.34444 -0.16303 3.45952 0.1292 -0.1553 0.0058 0.58
H 0.66587 -1.57251 3.19010 -0.2496 -0.0566 -0.0814 0.32
H -1.56212 -2.03651 2.30616 -0.1760 0.2223 -0.1394 0.37
H -0.50192 -1.85415 0.93333 -0.1752 0.0289 0.0497 0.56
H -1.15044 0.66725 0.92025 -0.2700 0.0357 -0.0549 0.34
H -2.15043 -0.50632 0.09701 -0.1825 0.0919 0.1424 0.35
O -1.93416 0.26988 -2.04064 0.2438 -0.0942 0.1156 -0.54
S -1.74406 -0.17286 -3.38984 -0.3755 0.1889 -0.6028 1.21
O -0.72578 -1.12148 -3.71425 0.1065 -0.0830 0.2977 -0.65
O -1.58988 1.10205 -4.32625 -0.1445 -0.0909 0.0073 -0.32
C -0.55999 2.06034 -4.00172 0.6203 0.3788 0.1433 -0.28
C 0.83051 1.55502 -4.33423 -0.0028 -0.2905 0.0500 -0.94
C -3.27699 -0.74652 -4.03930 -0.0788 0.0536 -0.0216 -1.02
H -0.63646 2.34758 -2.95135 -0.1247 -0.1480 0.0146 0.26
H -0.77805 2.94612 -4.59548 -0.2713 -0.1382 -0.0695 0.28
H 1.10332 0.70357 -3.71176 0.0090 0.0323 0.0200 0.24
H 1.56831 2.34104 -4.17068 -0.0811 0.0714 -0.0184 0.39
H 0.88152 1.22748 -5.37293 0.0053 0.0772 -0.0129 0.28
H -4.04987 -0.01370 -3.82371 0.0263 0.0124 0.0023 0.32
H -3.50144 -1.69065 -3.54722 0.0643 0.0141 0.0411 0.37
H -3.16700 -0.89984 -5.10958 0.0342 0.0070 0.0126 0.37
```
Forces are in eV/Å.

---

Entry 5:
C15H19N3O | ωB97M-V with the def2-TZVPD basis set

The geometry in XYZ format:
```
38
Properties=species:S:1:pos:R:3:forces:R:3:mulliken_charge:R:1
O -3.89849 1.60922 -1.74110 2.5480 -1.1367 1.4459 -0.71
C -2.64110 1.63124 -1.71074 -2.9300 1.5442 -0.3364 0.17
C 0.15028 -1.83914 0.73971 0.5219 -2.2745 1.3880 -1.17
C 0.19724 -2.70832 1.78850 -0.9883 2.3639 -1.3292 1.06
C 1.59537 2.31714 -3.11270 0.9030 0.1183 1.4125 -0.67
C 0.31603 2.69102 -3.43976 -0.3524 -1.0681 0.9653 -0.85
C 1.92569 1.61531 -1.93746 -0.3500 -0.3415 0.0520 -1.01
C -0.66304 2.15246 -2.64925 -0.7126 1.2643 0.9152 0.22
C -0.38251 1.35630 -1.51731 -0.2489 -1.0321 0.6648 1.07
C 0.91760 1.02484 -1.09492 0.3897 1.4241 -1.4012 0.40
N -2.02848 2.49912 -2.58137 1.8138 -1.3841 -0.0463 -0.17
N -1.64196 1.05451 -0.91661 -0.6565 -0.2878 -0.4497 0.09
N 0.15426 -0.47072 0.77649 1.6708 0.0617 -0.3574 0.51
C 0.14818 -2.19610 3.23393 -0.1990 -3.4413 -1.0966 -1.43
C 0.21120 -4.14404 1.37628 -4.2928 -0.6632 0.9598 -1.26
C 2.10526 0.96526 1.19108 1.7845 -2.3054 -2.4130 -1.59
C -2.02605 0.22408 0.24886 -3.0930 0.1486 -0.7754 -0.67
C -1.00813 0.14096 1.30709 0.6116 1.3405 -0.0977 -0.72
C 1.29725 0.18227 0.11659 -1.3332 1.1004 0.7443 -0.10
H 0.17595 -2.33522 -0.20952 0.1119 0.0508 -0.8981 0.37
H 2.39447 2.75629 -3.65584 0.6852 0.2047 -0.4581 0.38
H 0.07335 3.42635 -4.14798 -0.0879 0.6289 -1.1365 0.42
H 3.00691 1.60964 -1.67123 -0.9817 -0.4841 -0.1557 0.26
H -2.59432 3.02774 -3.22188 0.1613 -0.2319 -0.2124 0.23
H -0.81518 -2.50968 3.69701 0.3788 0.6756 -0.2749 0.28
H 0.87059 -2.87617 3.71944 0.1432 0.9552 0.4597 0.46
H 0.34678 -1.15440 3.23601 0.3229 0.7614 0.5330 0.33
H -0.46870 -4.74832 2.09189 1.1011 0.7387 -0.8038 0.30
H 1.18176 -4.51545 1.50494 1.3873 -1.0101 -0.5381 0.30
H -0.38455 -4.27486 0.38795 1.8867 0.0651 1.3540 0.37
H 1.82084 1.94699 1.26345 -1.0207 2.3882 0.4671 0.39
H 3.12685 0.98618 0.71321 -0.5582 0.0784 1.2140 0.43
H 2.04883 0.41855 2.12375 0.3624 0.0409 0.1165 0.38
H -2.35671 -0.81135 -0.03432 0.3289 0.9095 -0.1735 0.23
H -2.93634 0.77126 0.64177 0.7066 -0.8333 -0.3639 0.40
H -0.86515 1.18217 1.60126 0.6380 0.0287 0.4780 0.30
H -1.32085 -0.44126 2.17244 -0.4776 0.2272 -0.0919 0.48
H 1.96689 -0.56388 -0.28966 -0.1748 -0.6249 0.2395 0.51
```
Forces are in eV/Å.

Values from the calculation:
SMILES = CC(C)=CN1CCn2c(=O)[nH]c3cccc(c32)[C@H]1C
energy relative to the best compared isomer or geometry (same formula, charge and spin) = 77.19 kcal per mole

---

Number 1: frontier orbital gap 8.833 eV. Number 2: frontier orbital gap 9.190 eV. Number 3: frontier orbital gap 2.712 eV. Number 4: frontier orbital gap 7.872 eV. Number 5: frontier orbital gap 8.477 eV.